48
Properties=species:S:1:pos:R:3:forces:R:3 method="wB97M-V/def2-TZVPD" lumo_energy_ev=0.524 smiles="CO[C@@]1(C(=O)NC[C@H](CO)NC(=O)Cc2cc(Cl)n(C)n2)CCSC1" homo_lumo_gap_ev=9.142 fmax_ev_per_a=0.34 relative_energy_ev=0.3004 e_tot_ev=-53437.191 e_homo_ha=-0.31671
C 0.31993 -0.53838 -2.13436 -0.001 -0.001 0.003
O -0.42147 -1.22793 -1.14076 0.007 -0.007 -0.001
C 0.28013 -2.29479 -0.50412 -0.012 -0.005 -0.016
C 1.37364 -1.72139 0.41787 0.004 0.004 0.001
O 2.44522 -2.27334 0.58239 0.000 -0.001 0.005
N 0.99870 -0.57602 1.03121 0.002 -0.006 0.000
C 1.89550 0.24151 1.81933 -0.008 0.082 0.125
C 2.28014 1.51513 1.05906 -0.042 -0.199 -0.143
C 3.18599 2.42436 1.87477 0.002 0.000 0.000
O 4.45422 1.77480 1.88749 -0.003 -0.003 0.005
N 1.08377 2.16838 0.53910 0.180 0.278 -0.085
C 0.34339 3.10525 1.18267 -0.134 -0.159 0.103
O 0.64218 3.58284 2.26102 0.000 -0.002 0.000
C -0.94303 3.48135 0.45329 0.006 -0.002 -0.007
C -1.76773 2.27561 0.12879 -0.006 0.005 -0.013
C -2.39514 1.38774 1.02551 0.008 0.002 0.002
C -2.97781 0.45718 0.20037 -0.005 -0.003 0.001
Cl -3.92544 -0.91287 0.57810 -0.001 0.002 0.001
N -2.70459 0.78606 -1.07337 -0.004 0.012 -0.001
C -3.08377 0.07769 -2.27840 -0.002 0.005 0.000
N -1.95022 1.89949 -1.13091 0.007 -0.012 0.004
C -0.77265 -3.06141 0.29105 0.008 -0.017 0.008
C -1.66515 -3.76150 -0.72850 -0.015 0.018 0.000
S -0.58825 -4.22373 -2.13135 0.004 -0.005 0.002
C 0.84590 -3.31446 -1.48263 0.018 0.007 0.009
H -0.18847 0.40864 -2.30982 0.001 0.002 -0.002
H 1.34604 -0.33827 -1.80445 0.000 0.000 -0.001
H 0.35273 -1.10439 -3.06848 0.001 0.001 -0.002
H 0.10088 -0.19321 0.77404 -0.002 -0.003 0.007
H 1.40729 0.51692 2.75805 0.000 0.003 0.001
H 2.78491 -0.34290 2.04298 -0.002 -0.002 0.002
H 2.86558 1.21318 0.18575 -0.003 0.000 -0.002
H 3.24713 3.40629 1.39757 -0.001 0.002 0.001
H 2.79709 2.56156 2.88377 -0.001 0.000 -0.001
H 4.99988 2.17666 2.56829 0.001 0.002 -0.003
H 0.72964 1.83762 -0.34433 0.001 0.001 0.000
H -1.48093 4.16806 1.10356 -0.001 0.003 -0.002
H -0.70184 3.99939 -0.47658 0.001 0.002 0.001
H -2.43668 1.42892 2.10011 0.000 -0.001 0.000
H -4.16240 -0.06614 -2.30570 0.000 -0.003 0.001
H -2.77842 0.69552 -3.11726 -0.001 0.001 0.000
H -2.57910 -0.88715 -2.32219 -0.004 0.000 0.001
H -0.26088 -3.78879 0.92371 0.000 0.000 -0.001
H -1.34448 -2.38755 0.93091 0.001 0.004 -0.003
H -2.13052 -4.65347 -0.31450 0.003 -0.003 -0.001
H -2.44603 -3.09256 -1.08551 0.000 -0.001 0.003
H 1.39900 -2.85908 -2.30106 -0.006 0.005 0.000
H 1.52614 -3.97080 -0.94649 -0.003 -0.002 -0.002

***

56
Properties=species:S:1:pos:R:3:forces:R:3 method="wB97M-V/def2-TZVPD" lumo_energy_ev=3.895 homo_lumo_gap_ev=2.127 fmax_ev_per_a=2.91 total_charge=-2 e_tot_ev=-64379.532 e_homo_ha=0.06495
C 0.06807 -3.71162 -1.24639 0.108 -1.073 -0.554
C -0.83684 -2.56958 -1.34154 -0.773 0.428 1.033
O -1.98702 -2.66690 -2.17763 0.194 -0.095 -0.430
C -2.17112 -1.48523 -2.90993 -0.599 -0.683 -0.650
C -3.01752 -0.44238 -2.20355 1.473 -0.202 0.136
C -2.08362 0.60920 -1.59078 -1.195 0.339 0.752
C -2.78489 1.24059 -0.36955 -0.057 0.333 -0.198
C -2.64989 2.73484 -0.16046 -0.100 -0.118 0.421
C -1.64584 1.63129 -2.60547 0.735 -0.593 -0.672
N -0.42694 2.21455 -2.00093 -0.120 -0.132 -0.487
C 0.02559 1.17172 -1.20663 2.631 -0.095 1.228
N 1.17572 1.21417 -0.56054 -1.987 0.169 -0.587
C 1.69365 0.09959 0.20535 -0.087 1.140 2.312
C 1.28322 0.20799 1.68439 -0.286 0.425 -0.251
C 2.42162 0.04704 2.62697 0.308 -0.492 -0.375
F 3.18311 -0.98751 2.21036 0.177 -0.147 0.216
F 3.24768 1.12712 2.66560 -0.117 0.446 0.195
C 2.04102 -0.31330 4.08405 0.434 0.087 -0.182
F 1.67090 -1.60619 4.12390 -0.314 0.080 0.101
F 3.13730 -0.18134 4.87075 -0.009 -0.010 0.036
C 0.92484 0.50976 4.76119 -0.051 -0.394 0.441
F -0.28689 0.23944 4.22824 0.404 0.221 -0.019
F 0.89375 0.10324 6.05994 -0.129 0.000 -0.056
C 1.12079 2.04037 4.83706 -0.478 -0.003 0.130
F 1.06983 2.62642 3.64464 0.206 0.010 0.210
F 2.25286 2.34603 5.46484 -0.023 0.080 -0.289
F 0.10298 2.52257 5.57124 0.017 0.172 -0.016
N -0.78747 0.08354 -1.13604 -0.731 1.864 0.310
H -0.38828 -4.67723 -1.41373 -0.271 -0.411 -0.003
H 0.53144 -3.68427 -0.27514 0.397 -0.120 0.310
H 0.80910 -3.48297 -1.99119 1.100 -0.632 -0.390
H -1.18189 -2.27312 -0.35511 -0.266 0.266 0.422
H -0.13934 -1.81654 -1.68624 0.344 -0.930 -0.245
H -2.61956 -1.78677 -3.84484 -0.322 -0.046 -0.423
H -1.22772 -1.02199 -3.16475 0.452 -0.267 -0.493
H -3.56380 -0.95302 -1.43076 -0.435 -0.126 0.361
H -3.69249 0.03695 -2.89699 -0.367 0.267 -0.117
H -2.41200 0.74454 0.50972 0.153 -0.412 0.389
H -3.84027 1.02285 -0.41420 -0.503 -0.177 -0.154
H -3.29807 3.02762 0.65105 -0.322 0.142 0.389
H -2.95723 3.30641 -1.01811 0.001 0.278 -0.473
H -1.65513 3.01848 0.12955 0.497 0.222 -0.048
H -2.39354 2.31056 -2.96796 -0.254 0.678 0.222
H -1.29658 1.04344 -3.44658 -0.132 -0.050 -0.618
H 0.27129 2.34234 -2.73607 0.117 0.338 0.315
H 1.70653 2.06275 -0.60368 0.344 0.159 -0.425
H 1.29356 -0.81234 -0.19404 0.459 -0.467 -0.462
H 2.76179 0.09387 0.09558 0.573 -0.438 -0.473
H 0.74382 1.12747 1.82840 -0.157 0.474 0.531
H 0.59578 -0.59652 1.88820 -0.365 -0.385 0.188
H -0.36723 -0.61544 -1.76840 0.779 0.228 0.433
O 4.18339 -1.39556 -1.55214 -0.397 0.473 0.700
P 2.95402 -1.44892 -2.49240 1.796 -0.973 -1.598
O 1.65138 -1.18070 -1.64718 -1.738 -0.554 -1.412
O 2.84861 -2.84986 -3.14799 -0.567 0.009 0.230
O 3.04756 -0.34747 -3.58408 -0.550 0.696 0.088

***

46
Properties=species:S:1:pos:R:3:forces:R:3 method="wB97M-V/def2-TZVPD" lumo_energy_ev="-7.677 / -7.571" s_squared=0.783 spin_multiplicity=2 homo_lumo_gap_ev="7.460 / 7.555" fmax_ev_per_a=0.75 total_charge=+2 relative_energy_ev=0.0000 e_tot_ev=-36716.285 e_homo_ha="-0.55627 / -0.55585"
Tc 0.46983 -0.07881 -0.88001 -0.637 -0.307 0.246
C -1.89762 -0.21154 -1.70185 0.439 0.078 0.321
Si -1.56199 -2.09314 -1.43689 0.118 -0.051 -0.283
C -2.77999 -2.92820 -0.32559 -0.157 0.305 -0.045
C -1.25143 -2.95221 -3.04673 -0.114 0.110 0.026
N 0.01875 -1.85087 -0.62040 -0.069 0.186 0.207
C 0.94795 -2.70310 -0.01345 -0.008 -0.157 -0.065
C 0.82919 -4.08160 0.13090 0.075 -0.057 0.049
C 1.86887 -4.79062 0.71902 -0.053 0.036 -0.030
C 3.01577 -4.14527 1.16365 0.049 0.044 0.028
C 3.16169 -2.76337 1.03100 -0.120 -0.066 -0.026
C 2.11453 -2.11650 0.44368 0.189 -0.094 0.129
F 2.15129 -0.71699 0.27354 0.169 -0.020 0.024
H -2.46936 -0.07281 -2.62087 -0.048 -0.149 -0.074
H -1.07181 0.53450 -1.95775 -0.128 -0.140 0.002
H -2.44564 0.25812 -0.88649 -0.131 -0.026 -0.034
H -3.75507 -2.96365 -0.81887 0.000 -0.010 0.003
H -2.91418 -2.39388 0.61630 0.014 -0.028 0.028
H -2.50047 -3.95758 -0.10122 0.081 -0.008 -0.037
H -2.19838 -3.16065 -3.54982 -0.024 -0.001 0.016
H -0.74328 -3.90775 -2.91157 0.018 -0.017 0.046
H -0.65461 -2.33846 -3.72190 0.027 -0.014 -0.006
H -0.05654 -4.59523 -0.21850 -0.018 0.015 -0.009
H 1.78510 -5.86242 0.82941 -0.007 -0.005 0.002
H 3.81105 -4.71642 1.62180 0.007 0.003 -0.011
H 4.04150 -2.23385 1.36631 0.023 0.003 0.005
C 1.93748 4.51259 -0.50710 -0.022 -0.043 0.023
N 1.14662 3.63812 0.37705 -0.090 0.015 0.079
C 0.70293 4.03997 1.60225 -0.033 -0.091 0.009
C -0.01390 3.21939 2.40337 0.051 0.050 -0.088
C -0.30591 1.90685 1.93500 -0.065 -0.050 0.074
N 0.11648 1.52908 0.72075 0.219 0.062 -0.226
C 0.84040 2.38755 -0.03518 -0.089 -0.030 0.112
O 1.21584 1.93184 -1.14382 0.120 0.208 -0.267
N -0.99447 1.04605 2.67558 0.002 -0.017 -0.020
H 2.03159 5.47941 -0.02307 0.020 0.009 -0.028
H 1.42481 4.61924 -1.45937 0.027 0.014 -0.004
H 2.91993 4.07450 -0.66397 -0.002 0.023 -0.022
H 0.96353 5.04942 1.88747 -0.009 -0.001 0.023
H -0.35340 3.55454 3.37060 -0.011 -0.001 0.017
H -1.32717 1.29867 3.59141 0.005 0.007 -0.001
H -1.18787 0.11703 2.34236 0.001 -0.007 0.006
C 1.42444 -0.34102 -2.67586 0.109 0.259 -0.090
H 1.35245 -1.36542 -3.03190 0.014 -0.014 0.003
H 2.46742 -0.06951 -2.49733 0.017 -0.003 -0.040
H 0.99167 0.35246 -3.39892 0.044 -0.022 -0.073

***

44
Properties=species:S:1:pos:R:3:forces:R:3 method="wB97M-V/def2-TZVPD" lumo_energy_ev="-7.982 / -7.982" homo_lumo_gap_ev="5.861 / 5.965" fmax_ev_per_a=7.55 total_charge=+2 relative_energy_ev=5.2740 e_tot_ev=-60029.681 e_homo_ha="-0.50873 / -0.51255"
C 0.15914 1.78730 1.87601 -0.139 2.185 0.764
C 0.83040 -1.19601 2.22233 0.239 0.866 -5.015
H 1.15097 2.06152 1.46461 -0.356 -0.741 0.392
H -0.02995 2.31113 2.85437 0.516 0.214 -1.200
H -0.63720 2.08777 1.18151 0.328 -0.063 0.065
H 1.19295 -0.89288 1.22484 0.095 -0.441 0.614
H 1.61097 -1.43988 2.89121 0.682 0.878 1.179
H 0.11303 -2.00206 2.14699 -0.704 0.606 0.146
C 0.34480 2.51417 -1.63064 0.046 0.263 -0.891
C 0.21992 3.37889 -2.69980 -0.224 -0.358 1.646
C -0.07859 2.86614 -3.96008 0.011 -1.332 -0.751
C -0.33833 1.50111 -4.13425 0.573 0.735 -0.477
H 0.48533 2.80152 -0.59492 0.325 0.211 -0.337
H 0.34780 4.43254 -2.52438 -0.128 0.206 -0.090
H -0.13956 3.54164 -4.79661 -0.026 -0.001 -0.215
H -0.55056 1.02734 -5.08504 -0.345 0.584 -0.146
N 0.34509 1.16967 -1.85661 -0.891 -0.416 -0.605
C -0.26458 0.65321 -3.02333 -2.678 -1.419 0.375
C -0.39226 -0.86291 -3.05626 -2.681 1.356 0.046
N 0.06849 -1.49026 -1.91331 -0.844 1.161 -0.293
C -0.38698 -2.74231 -1.62199 -0.105 0.197 -1.294
C -0.88695 -2.99540 -3.95281 0.625 0.145 -0.584
C -0.84059 -3.54508 -2.66306 -0.074 0.947 0.802
H -0.48601 -3.01212 -0.57504 0.803 -0.236 -0.162
H -1.14299 -4.56007 -2.44866 -0.068 0.001 -0.174
C -0.67456 -1.63931 -4.19448 0.384 -0.060 0.537
H -0.64291 -1.12760 -5.15789 -0.640 -0.647 0.057
H -1.06489 -3.65369 -4.78207 -0.245 -0.134 -0.270
Ti 1.45625 -0.14678 -2.61903 6.821 -1.141 3.025
I 3.67144 -0.13439 -1.14547 -0.702 -0.015 -0.422
C -1.83806 0.74064 4.40555 0.324 0.440 0.143
Si -0.14641 0.06163 3.94185 -1.441 0.935 2.430
C 1.49215 0.77224 4.58770 -0.390 0.047 -0.187
C -0.37654 -1.75571 4.53218 0.500 -0.032 -0.786
O -0.14614 0.45541 2.18746 0.612 -4.938 1.635
H -2.05156 0.55243 5.46507 0.128 0.058 -0.138
H -2.62280 0.21777 3.84024 0.302 0.045 -0.009
H -1.96602 1.81598 4.23839 -0.015 -0.142 0.028
H 1.63842 0.47918 5.64007 -0.120 0.047 -0.346
H 2.35106 0.38093 4.01193 -0.312 0.211 0.261
H 1.52644 1.87275 4.54812 0.026 -0.391 0.018
H -1.22627 -2.18191 3.96011 0.519 -0.062 0.442
H 0.56593 -2.30803 4.35782 -0.784 -0.140 0.355
H -0.61469 -1.78510 5.61338 0.051 0.370 -0.566